(1)
36
Properties=species:S:1:pos:R:3 method="wB97M-V/def2-TZVPD" homo_energy_ha=-0.3668 smiles=O.O.O.O.O.O.O.O.O.O.O.O gap_ev=9.9 de_lowest_kj_mol=490.6 multiplicity=1
H -0.399 0.018 -0.383
H 0.754 -0.297 0.504
H -1.961 -1.783 -3.279
H -2.971 -2.616 -2.356
H -3.513 -2.572 0.871
H -3.021 -3.593 2.013
H -3.202 1.580 -1.904
H -2.986 0.663 -0.662
H 3.354 -0.249 -1.188
H 4.818 0.116 -1.588
H -1.369 4.160 -1.247
H -1.433 5.048 0.126
H -2.816 2.523 4.327
H -1.827 2.653 3.104
H 0.688 -2.133 3.008
H -0.739 -1.816 3.693
H -1.017 -2.135 -0.150
H -2.281 -1.997 -0.658
H -0.655 0.851 -2.394
H -0.671 1.038 -3.994
H 5.622 2.451 -0.030
H 4.573 1.489 0.475
H 5.501 -1.603 0.585
H 4.271 -2.494 0.885
O 0.122 0.402 0.366
O -2.161 -2.648 -2.819
O -2.861 -2.697 1.534
O -2.830 0.738 -1.633
O 4.274 -0.039 -0.823
O -1.131 4.221 -0.269
O -2.670 2.995 3.521
O -0.182 -1.671 2.978
O -1.496 -1.461 -0.535
O -0.168 1.258 -3.206
O 5.397 1.550 -0.133
O 4.984 -1.948 1.261

=====

(2)
36
Properties=species:S:1:pos:R:3 method="wB97M-V/def2-TZVPD" homo_energy_ha=-0.3951 smiles=O.O.O.O.O.O.O.O.O.O.O.O gap_ev=10.3 de_lowest_kj_mol=430.1 multiplicity=1
H 0.693 0.168 -1.102
H -0.258 0.430 0.054
H -3.090 2.869 0.526
H -3.910 2.343 -0.640
H -4.336 0.696 -2.361
H -2.816 0.672 -2.390
H 1.449 1.783 2.399
H 1.376 2.703 3.606
H -5.427 -0.146 0.176
H -4.042 0.465 0.311
H -1.811 -3.548 0.445
H -3.327 -3.461 0.506
H 2.723 -1.769 -2.074
H 1.833 -0.760 -2.781
H 0.351 -1.272 3.463
H -0.724 -1.152 4.531
H 4.194 -1.510 -0.311
H 5.144 -0.517 -0.959
H 2.604 3.556 0.184
H 2.172 3.161 -1.219
H -0.077 -3.123 -1.228
H 0.849 -2.706 -0.097
H 4.088 1.211 0.119
H 3.179 0.426 -0.812
O 0.126 0.849 -0.724
O -3.689 3.156 -0.173
O -3.590 0.176 -2.680
O 0.904 1.987 3.166
O -4.551 -0.154 -0.224
O -2.568 -3.836 0.967
O 1.798 -1.537 -2.212
O -0.067 -1.764 4.179
O 4.804 -1.414 -1.050
O 2.027 3.829 -0.539
O 0.799 -2.757 -1.058
O 3.170 0.944 0.000

=====

(3)
37
Properties=species:S:1:pos:R:3 method="wB97M-V/def2-TZVPD" charge=+1 homo_energy_ha=-0.5089 gap_ev=10.5 de_lowest_kj_mol=352.3 multiplicity=1
O -3.450 0.026 1.913
H -0.850 2.914 -1.072
H -2.386 0.754 0.078
O -1.240 3.053 2.488
H -0.547 3.545 2.036
H -0.539 2.759 3.126
O 1.913 3.508 0.751
H 3.232 -2.539 -2.030
O -0.407 1.632 -2.475
H 2.134 2.662 0.349
H 0.147 0.872 -2.357
O 3.722 -1.991 1.437
H 4.092 -1.996 0.540
H 3.847 -1.109 1.773
O 0.332 -0.036 -0.521
H 0.575 -2.912 -0.529
H 1.058 -0.573 -0.845
O -2.453 0.911 -0.907
H -1.905 0.100 -1.037
H -2.752 -0.112 2.578
O 1.270 -2.334 2.303
H 0.518 0.165 0.394
H 1.226 -2.393 3.255
O 2.886 -1.646 -1.925
H 2.789 3.898 0.792
H 2.066 -1.964 -2.323
O -1.108 2.753 -0.148
H -0.429 2.114 0.159
H -2.065 1.947 -0.406
O 1.085 -3.250 -1.302
H -0.718 2.025 -3.305
H -4.221 0.398 2.470
O -2.891 -2.438 -1.800
H 2.141 -2.720 2.115
H -3.732 -2.857 -1.590
H 0.744 -4.074 -1.684
H -2.370 -2.290 -1.019

=====

(4)
38
Properties=species:S:1:pos:R:3 method="wB97M-V/def2-TZVPD" charge=-1 homo_energy_ha=-0.2587 gap_ev=9.9 de_lowest_kj_mol=109.5 multiplicity=1
O 0.584 0.466 0.015
H -0.122 -0.137 -0.178
O 1.633 -1.281 -1.911
H 1.346 -0.541 -1.350
H 2.202 -0.772 -2.504
O 0.578 -3.328 0.355
H 0.457 -2.640 1.042
H 1.465 -3.185 -0.009
O -0.251 -1.167 1.915
H -0.080 -0.764 2.744
H 0.154 -0.606 1.225
O 0.055 3.660 0.088
H 0.424 4.458 -0.220
H 0.769 3.048 -0.062
O -1.453 -2.493 -1.397
H -0.683 -2.774 -0.832
H -1.077 -2.538 -2.306
O -1.905 1.368 0.242
H -2.274 2.168 -0.151
H -0.959 1.335 0.117
O -0.408 1.109 -2.319
H -1.325 0.839 -2.172
H 0.060 1.093 -1.435
O 3.006 -0.157 1.030
H 2.171 -0.090 0.604
H 3.439 -0.911 0.658
O -3.216 -0.389 -1.123
H -2.830 0.323 -0.558
H -2.750 -1.189 -0.994
O 2.280 2.243 -0.729
H 3.195 2.021 -0.514
H 1.796 1.481 -0.429
O -3.029 -1.804 1.723
H -2.121 -1.466 1.456
H -3.428 -2.229 0.951
O 0.957 1.970 2.420
H 0.599 1.399 3.043
H 0.734 1.478 1.557

=====

(5)
38
Properties=species:S:1:pos:R:3 method="wB97M-V/def2-TZVPD" charge=-1 homo_energy_ha=-0.2214 gap_ev=8.4 de_lowest_kj_mol=386.5 multiplicity=1
O -3.185 2.599 -1.855
H -3.137 2.681 -0.891
H -1.752 3.120 1.125
O 1.525 -1.131 3.398
H 2.271 -1.153 3.977
H 0.874 -1.791 3.138
O -1.733 -1.620 -1.214
H -0.620 -0.772 -0.814
O 2.116 1.044 0.778
H 2.314 0.761 1.696
H 1.659 0.393 0.247
O -0.858 3.436 1.126
H 0.263 -3.338 -0.249
H -0.024 2.983 1.089
O -0.757 0.782 -2.523
H -0.811 -0.177 -2.682
H -1.585 1.190 -2.762
O -2.569 -0.520 1.776
H -1.966 -0.624 2.504
H -2.502 -1.423 -0.698
O 0.434 -0.507 -0.523
H 0.687 -1.436 -0.256
H -1.015 -3.366 0.406
O -0.081 -3.741 0.539
H -3.172 1.633 -1.825
H -2.094 -0.434 0.957
O 0.509 2.853 -1.573
H 1.050 2.302 -2.127
H 0.240 2.215 -0.919
O 2.022 -3.105 -2.097
H 2.436 -2.297 -1.746
H 1.081 -3.064 -2.024
O 0.676 1.457 3.242
H 0.890 0.532 3.326
H -0.128 1.818 3.572
O 2.628 -0.653 -2.106
H 2.303 -0.255 -1.229
H 2.011 -0.391 -2.784

=====

(6)
39
Properties=species:S:1:pos:R:3 method="wB97M-V/def2-TZVPD" homo_energy_ha=-0.3814 gap_ev=9.9 de_lowest_kj_mol=164.7 multiplicity=1
O 4.056 -0.072 -1.035
H 3.453 0.199 -0.323
H 4.510 -0.811 -0.643
O 1.706 1.614 -2.054
H 2.595 1.239 -2.083
H 1.827 2.468 -1.672
O -1.527 2.145 -0.966
H -1.234 1.288 -0.783
H -2.114 2.384 -0.262
O -0.118 -0.189 -0.215
H -0.720 -0.264 0.514
H 0.619 0.357 0.082
O -3.319 -0.053 -1.146
H -4.136 -0.088 -1.686
H -2.701 0.649 -1.422
O -2.588 -2.279 0.307
H -3.004 -1.567 -0.200
H -3.119 -2.347 1.084
O 0.020 -1.101 3.431
H -0.162 -1.947 3.813
H 0.514 -1.283 2.674
O 2.291 0.872 0.844
H 2.668 1.293 1.609
H 2.190 -0.032 1.191
O 0.289 3.118 1.090
H 1.040 2.570 1.108
H -0.192 2.838 0.301
O 1.832 -1.519 -1.949
H 2.658 -1.071 -1.777
H 1.110 -1.094 -1.422
O -0.607 -3.303 1.812
H -1.128 -2.873 1.138
H -0.963 -4.167 1.734
O -1.995 0.052 2.186
H -1.833 0.942 2.495
H -1.329 -0.433 2.737
O -0.589 0.810 -3.620
H -0.207 1.111 -2.809
H 0.189 0.531 -4.097